# 1
ORCA calculation (wB97M-V/def2-TZVPD) on a molecular structure, C53H56BrMoN4O2S2 in a non-equilibrium geometry.

## Properties
* E_HOMO (spin up / spin down): -14.77 / -14.77 eV
* spin multiplicity: 1
* total charge: +3
* E_LUMO (spin up / spin down): -10.4 / -10.4 eV

Atoms and positions in Å:
H 2.76422 6.75012 -3.16011
C -3.18412 5.88389 -0.84589
H -3.13022 2.02076 3.60543
H -0.71678 8.05221 -0.17588
H 1.06493 -0.41873 -3.74059
C 0.58753 5.79126 4.66620
C 3.90458 5.86163 -0.89264
H -1.61522 -8.18293 0.56353
C 2.95798 -2.30959 2.62486
C -1.74382 1.44743 5.91399
N -1.55316 -1.37804 -0.01388
C 3.39340 2.59133 -2.77290
C -0.42780 1.70379 3.77716
H 3.99515 2.79703 -3.64487
C -1.49870 0.89107 4.51060
H 3.63436 4.87018 3.29318
H 3.18189 3.65317 5.53987
C 2.04938 -1.40388 2.10806
C -1.05552 -0.57782 4.64942
H 4.00668 -1.80782 -3.49535
C 1.16914 3.59805 3.66940
H -0.36945 3.00318 -0.90396
C 1.97114 2.08602 -0.48458
C 0.99557 2.12116 1.79196
C 4.91633 5.06310 -3.03710
H 2.97209 6.11727 -0.38396
C -2.81995 -3.42818 0.21492
C -2.72142 -0.67342 -0.06287
N 1.48696 -1.56083 0.90000
C -2.81983 0.98005 3.72013
H 4.73884 4.65222 -4.03076
H 1.62405 0.55213 -5.10933
H 3.20225 6.36480 4.10886
H 2.79270 5.23682 6.22056
C -2.65164 0.72599 -0.28482
C -3.51154 -7.09003 0.34890
H 4.05311 -4.12089 2.24335
H 2.37224 5.93288 2.61874
N -1.42210 1.27256 -0.51262
H -2.52771 0.86668 6.39836
C 0.17850 2.82227 4.32142
H -2.07820 2.48553 5.88002
H 4.40139 6.79525 -1.14996
C 2.76078 -3.56175 0.60764
H 3.90582 1.38522 -5.30091
H -4.90606 -5.41581 0.14111
H -3.23542 8.08977 -0.88497
H -1.81130 -1.12963 5.20871
C -4.00299 -2.68950 0.22387
S -1.32845 -5.77843 0.47180
C -5.15201 -0.49054 0.08371
C 3.71541 -1.00714 -2.81611
C 2.37540 4.36857 5.71186
H 1.64754 3.91556 6.38565
H 2.11425 -1.13745 -4.96885
O -0.45987 0.34756 1.75436
H 4.51272 -0.26307 -5.24642
C 1.90964 -0.22830 -4.40361
H 4.54980 5.31582 -0.20066
C -3.88031 -5.73593 0.25569
H 1.36717 -2.74534 -0.80186
H 5.24444 6.09171 -3.17589
N 1.25223 1.55957 0.57211
H -0.84670 1.37261 6.53114
H -0.17306 5.35237 5.31268
H -2.73013 0.52754 2.73252
H 1.56569 5.67301 -2.42253
C 2.51544 3.35511 -0.66492
Br 3.65584 -2.01940 4.34424
C -2.44434 3.46155 -0.57186
H -0.68212 -3.23556 0.16289
H 2.96874 -1.40092 -2.12643
S -0.73450 5.61980 -0.16231
C -2.80874 -4.87354 0.30659
H 3.02876 -4.39995 -0.02006
H -5.97980 1.45401 -0.04599
H 1.77533 -0.52929 2.68291
Mo 0.12783 -0.09229 0.09358
C -3.82242 1.50268 -0.26824
H -6.10755 -0.98287 0.21166
H -4.95447 -3.19042 0.34132
H -0.93428 -1.06764 3.68408
C 1.57927 3.22862 2.40438
C 2.03515 1.12676 -1.54216
C -3.69727 2.88601 -0.39929
H 0.10886 6.11084 3.73791
H 5.72854 4.50839 -2.56258
C -1.34343 2.59099 -0.67428
C -2.66511 7.18867 -0.71563
H -0.11739 -0.64380 5.20444
H -4.57827 3.50982 -0.31691
H 2.39856 4.11539 0.09035
C -2.25960 4.90164 -0.59484
C 1.74198 4.80972 4.37896
C 2.79834 5.52839 3.54075
C -1.62322 -2.70299 0.11705
O 1.20321 0.09674 -1.29886
C 2.50554 5.70720 -2.97337
H -4.20977 -7.91291 0.32272
C 1.84093 -2.63356 0.16702
H 2.36595 5.21116 -3.93518
C -2.16227 -7.25787 0.47043
H -3.60666 0.45176 4.25997
C -1.35259 7.19825 -0.34989
C -3.96913 -1.30080 0.08357
H -4.20182 5.68197 -1.15059
H 4.59460 -0.71005 -2.24071
C 3.33364 -3.40869 1.86206
C -0.00748 1.36290 2.48490
C 2.85926 1.31647 -2.65350
C 3.18853 3.63581 -1.84779
H 2.38202 3.75428 1.91109
H 0.98147 6.67302 5.17059
C 3.17312 0.18629 -3.62849
C 3.65097 5.04688 -2.16932
H 5.16234 0.93109 -4.12837
C -5.08289 0.84876 -0.06788
C 4.25248 0.59718 -4.63088
H -0.10974 3.11284 5.32103

=====

# 2
ORCA calculation (wB97M-V/def2-TZVPD) on a molecular structure, C53H57N5O5P2PtS in a non-equilibrium geometry.

## Properties
* E_HOMO: -11.82 eV
* spin multiplicity: 1
* total charge: +2
* E_LUMO: -7.2 eV

Atoms and positions in Å:
C 0.12808 4.90427 -5.33769
H -4.76671 -0.79083 4.53610
H -1.97425 1.33702 1.53535
C -3.97470 -0.97254 3.80390
H 1.37558 -3.42747 -1.63800
C 4.31234 0.27814 3.67932
C 4.75232 2.25463 4.97501
C -1.95377 -4.18635 -4.13368
H -2.97982 -1.20482 -5.34440
H 0.37246 -1.65208 -2.48145
H -6.39183 0.87488 -0.98070
H -2.59905 -2.74742 -7.15262
C 0.32309 4.06393 -3.08033
S -1.93401 -2.14884 -0.68063
O -0.96839 -3.05008 -0.09123
H -2.34259 -0.25404 1.24853
C 3.82808 0.61441 -2.30936
H -2.72257 -0.59089 -2.96896
H -4.79681 -0.77974 -1.29999
C 0.18542 3.83868 -4.44691
H -3.48030 -4.18637 -6.64586
H -3.45215 -1.86162 4.16580
H -2.86207 0.43120 4.92724
N -6.30405 0.74679 0.01266
C 4.27746 -3.22910 0.90143
C 5.24270 2.38917 -1.52317
H 5.10959 -3.17573 1.59282
C 2.59971 -2.12237 -0.43449
P 1.77516 -0.57259 -0.90300
H 4.86718 3.06199 0.47835
C -2.52045 -1.60406 -3.29492
H 3.04001 3.45446 5.45379
O -0.57452 -1.26218 4.74342
Pt 0.11615 -0.11489 0.54716
C -2.74560 3.78730 1.26705
C -0.32950 1.30656 -2.69471
C 3.65062 -2.06514 0.48119
C -2.11897 3.45612 -1.03467
C 3.52683 1.49731 -0.09342
H 5.39086 1.50038 -3.47050
C -1.71888 0.18480 3.18352
C -1.80949 -3.85541 -2.79629
C 4.86979 1.50260 -2.52249
C 2.95238 0.57960 3.66097
C -2.38028 -3.24475 -5.06847
H -1.73014 -5.19496 -4.45922
H 4.00391 -1.10336 0.83555
C 3.13763 0.61344 -1.09692
C -2.65745 -1.95119 -4.62873
C 0.35014 6.44314 -3.51159
H 4.36461 -5.36609 0.71839
N -4.74205 -0.92822 -0.30664
C -4.61406 -1.37075 2.47416
O -3.25826 -2.13708 -0.06006
N -1.70416 0.37394 1.74090
H 0.13314 2.83034 -4.83921
H 0.54839 5.57840 -1.56712
H 5.45007 2.90316 5.48715
H -1.73629 -4.26052 -6.85132
H -1.16729 3.55576 2.70659
C 1.78277 -1.66107 3.22634
H 2.99402 1.52186 0.84495
C -0.81131 3.14989 -0.65266
C 4.57665 2.37646 -0.30751
C 3.86423 -4.45893 0.40568
H -3.85838 -1.73338 1.76069
H -4.02790 -1.58731 0.01559
C -1.44466 3.50006 1.65940
H 0.96705 -2.63546 1.55899
C 2.19390 -3.35801 -0.93441
C -2.55360 -3.62554 -6.51101
H -4.08193 4.03811 -0.39675
H 2.51229 -5.47474 -0.91479
C 3.39937 2.56395 4.95546
C 0.20340 6.20675 -4.87285
C 2.50728 1.73516 4.29415
H 3.56299 -0.07174 -3.10219
C -2.09586 -2.56054 -2.38348
H -2.37188 3.48988 -2.08807
H 1.20946 -5.42597 4.34659
H -3.48616 4.07121 2.00514
H 1.39631 0.79069 -3.92348
H 1.45353 1.98468 4.25897
C 0.56951 0.28921 -3.41362
C 2.36692 -3.60100 4.53734
H 3.01870 -4.02821 5.29112
C -3.08036 3.76500 -0.08488
H 1.95717 -1.33887 -3.12452
C 5.20832 1.11421 4.33073
N 1.35595 0.43370 1.94351
C -5.46334 -0.16456 0.51633
H 6.26373 0.87658 4.32889
O -1.47268 -0.71884 -0.70734
C 1.13012 -0.87447 -2.58119
H -1.13354 1.02243 3.57453
C 0.46639 -3.83395 3.14915
H 6.05392 3.08482 -1.69210
C -0.91114 -1.02389 3.61960
H -0.02351 -0.17709 -4.20442
C 2.57347 -2.27619 4.17717
H -5.28743 -2.21208 2.65046
C 0.68749 -2.47491 2.62764
H -3.55731 1.15733 3.50534
C 0.42062 5.38126 -2.62617
P 0.51899 2.71816 -1.85309
H 0.41737 7.45782 -3.14155
H -6.98953 1.19831 0.59321
N -5.35519 -0.30150 1.83221
H 0.02594 4.71187 -6.39774
C 1.33281 -4.40697 4.00950
H 4.68537 -0.59982 3.16408
C -3.05972 0.25263 3.86905
H 0.15607 7.03551 -5.56642
H -0.39827 -4.35286 2.75303
C -0.48587 3.17529 0.70242
C 1.96006 -0.22694 2.86088
H -0.91375 0.80006 -1.92368
H -1.05203 1.70697 -3.40805
C 2.82647 -4.51982 -0.51462
H -5.95704 0.26508 2.41048
O -0.53158 -1.74244 2.53882
H 0.52999 2.95157 1.00809
H 3.35523 -1.72106 4.66956
H -1.47311 -4.58939 -2.07609

=====

# 3
ORCA calculation (wB97M-V/def2-TZVPD) on a molecular structure, C53H58BF5N5O6PbS in a non-equilibrium geometry.

## Properties
* E_HOMO: -5.25 eV
* spin multiplicity: 1
* total charge: -1
* E_LUMO: 0.5 eV

Atoms and positions in Å:
C 2.38775 3.03933 -2.41622
H -1.45394 1.97852 -1.95272
C -2.31881 0.13229 -2.09141
H 3.41525 1.42793 -3.40627
C 1.43315 -4.66497 -3.11000
H -6.51687 -1.02358 0.91385
H 3.84171 4.31396 -4.32876
H 1.68579 -1.03020 -5.15799
C -2.06011 -2.40369 -3.99615
C 3.48928 -3.30357 -1.48898
F 1.59968 1.88860 5.49506
H -4.36888 -2.13302 1.37364
F 2.69084 -0.13778 6.99740
C 2.75989 1.34295 0.98211
C 3.81875 -2.88742 -3.95192
C -1.27984 2.85973 -1.36953
F 2.46623 -2.72718 6.12431
C 2.03615 -0.40977 5.85898
C -2.14351 3.97778 -1.96265
H 2.79807 3.17285 -5.15533
H 4.53905 2.88961 -5.10119
H 4.77869 -2.41137 -3.76521
H 2.05339 5.84044 -0.49075
C -2.49179 -1.06663 7.87342
N 0.50249 -1.07017 -3.36545
H -4.75042 1.18233 -2.27028
H 3.98511 -3.94723 -4.13182
C 0.39377 -2.49747 -3.32110
H 4.79399 -0.45088 1.92317
H 2.31335 -5.27131 -2.95630
C 1.48288 0.61500 5.10112
H -2.23837 1.32728 2.51753
N -2.75571 1.19610 7.23924
H 3.39450 -2.45032 -4.85322
H 3.66055 0.28682 -1.45089
H -2.70484 2.20259 0.10810
H -2.40051 -2.49188 5.51395
H -1.88234 4.14492 -3.00714
N -2.58314 0.65396 9.51302
C -0.88574 -4.53161 -3.57540
C -2.28987 0.51128 3.22013
C -2.74520 1.50547 8.51422
H -1.83124 -5.01168 -3.76791
H 3.21698 -0.65149 2.70186
C 1.53091 -3.27904 -3.05808
H -1.40942 -2.06756 -6.03537
C 1.41515 0.84175 -4.08789
H 2.60562 1.93721 0.08601
H 3.80969 -1.88836 1.60282
H -3.07359 -3.02191 -2.19348
H 5.56667 1.83725 -2.73003
C -2.37732 -1.60930 4.89562
H 4.71440 2.56950 -1.36499
N 0.75184 1.21598 -2.91397
C -2.58296 0.79048 -3.43636
H -2.00403 4.91573 -1.43425
S -3.14635 3.24622 8.92599
C 4.88602 2.63383 -2.43592
H 3.42394 -4.38720 -1.48122
C 2.67920 4.25616 -1.79936
C 1.78839 4.91869 -0.98863
C -2.25049 -2.51709 -5.51137
H -3.66460 -3.83721 -3.64252
C -0.81731 -3.14656 -3.59198
H 2.77549 -1.61972 -2.56537
H 3.54721 1.79261 1.58212
C -3.30159 -2.89144 -3.24750
C -5.74883 0.13918 -0.73144
H -2.30103 -1.30453 10.01833
Pb 0.12400 -1.54106 1.06069
C 3.56140 2.49066 -3.20633
N -2.05250 -0.69254 2.71774
C 3.10695 -0.10541 0.59784
C 1.30087 -0.47178 -4.33029
C -2.53523 0.74550 4.56116
F 1.31530 -3.24802 3.73930
H 1.83751 1.57164 -4.73746
C 1.09569 2.46901 -2.28849
H -2.41488 -2.11795 7.64237
H -3.16239 -2.00997 -5.81949
C 0.17663 3.19982 -1.50744
O -4.54378 3.05919 9.30653
O -2.94695 3.97558 7.68731
H 4.96033 0.60314 -0.28883
H -1.02874 1.77064 0.47154
H -1.99214 -2.70113 3.09267
H -0.18883 4.84818 -0.21381
O 1.96558 -0.77761 0.16737
C -5.64319 -0.80267 0.31625
H 5.37506 3.58345 -2.65075
C -2.52410 -0.33537 5.44386
H -2.96527 1.80341 -3.32576
H -1.58600 3.42883 0.70642
H 0.17242 -6.37909 -3.37781
C 1.94156 -1.71815 5.40130
O -2.26516 -1.89274 -0.07684
C -2.61409 -0.08204 6.89043
C -3.28012 -1.18280 -0.21401
F 0.35457 1.34345 3.20099
C -4.66675 0.43327 -1.49663
C -4.46173 -1.41803 0.57126
H -1.90154 -1.36209 -3.75713
H 1.83232 1.35495 1.53950
O -2.25005 3.61490 10.00614
C 0.53874 4.36584 -0.84659
C 4.14138 -0.06547 -0.54430
H 3.65066 4.70203 -1.94647
H -4.10890 -2.16632 -3.33684
C 0.23412 -5.30086 -3.34920
H 2.96503 -2.91606 -0.61983
H -2.69390 1.73913 4.95108
H -3.19651 3.71046 -1.89617
C 1.34027 -1.96204 4.17347
C -3.39841 -0.17357 -1.26683
H 4.54268 -3.03990 -1.41358
H -3.35039 0.23503 -3.97253
C 3.68741 3.25604 -4.53195
C -1.67375 2.55131 0.07309
C 0.79693 -0.97538 3.36123
C 0.86753 0.30413 3.89310
C 2.88529 -2.68773 -2.75363
C -2.45743 -0.61983 9.19031
H 4.55588 -1.05199 -0.71772
O -1.08569 -0.16728 -1.71765
H -2.32017 -3.55987 -5.81187
B 0.06456 -0.00653 -2.50720
H -6.68699 0.63772 -0.91295
C 3.77812 -0.81738 1.78947
H -1.67902 0.83919 -4.04349
C -2.14732 -1.72904 3.53979

=====

# 4
ORCA calculation (wB97M-V/def2-TZVPD) on a molecular structure, C53H58BrNO4PSr in a non-equilibrium geometry.

## Properties
* E_HOMO (spin up / spin down): -4.65 / -4.65 eV
* spin multiplicity: 1
* total charge: -1
* E_LUMO (spin up / spin down): 1.0 / 1.0 eV
* energy above the lowest of the compared OMol25 structures with the same formula, charge and spin: 10.6 kJ/mol

Atoms and positions in Å:
H -13.31726 -17.46341 -6.59579
C -15.38537 -12.97929 -2.55939
H -13.14253 -14.92202 0.66440
C -17.27697 -19.96662 0.01068
H -18.46229 -21.13390 -3.63694
C -13.78325 -16.62791 -4.10048
H -10.61384 -15.78781 -3.24943
H -14.91804 -21.25233 2.95271
C -11.66476 -16.07398 -3.11089
H -18.06074 -22.41002 -2.45716
C -22.54982 -15.46901 -1.39851
C -13.77167 -12.93692 -9.04549
H -20.46367 -22.10513 -0.67676
C -19.61285 -14.26531 -8.08140
C -13.47933 -16.55713 -1.61944
H -15.11652 -11.14785 -6.56984
H -12.17316 -13.20992 -0.94911
C -11.85701 -15.22034 -6.42408
N -15.40032 -17.65437 -2.79249
C -12.21923 -17.60755 -6.42998
H -12.81786 -12.11698 -10.74593
H -15.42619 -12.81573 -1.49897
H -14.39263 -18.26437 -0.34344
H -22.65615 -14.88199 -0.47900
H -12.86864 -9.82577 -9.94305
C -17.20890 -19.06779 -2.26189
C -12.34347 -16.42103 -4.25012
H -19.53147 -16.07049 -6.88330
C -18.81700 -21.65580 -2.74181
H -17.41910 -19.29014 2.69810
C -17.46358 -13.24356 -8.50568
C -15.48781 -19.57780 1.78153
C -19.12518 -20.72385 -1.56662
H -11.55530 -14.90535 1.46089
H -16.33921 -21.59834 2.05691
C -17.57702 -15.25454 -7.06575
C -16.57278 -13.35286 -3.21149
H -13.81628 -19.19405 2.95319
H -9.90343 -17.65323 -4.88796
H -12.31568 -16.41890 1.02946
H -12.11839 -18.56053 -5.87990
H -10.87283 -13.77800 -2.09402
H -10.50390 -13.40489 -0.41840
C -14.46798 -12.71315 -7.86658
H -20.00159 -20.84395 0.38101
H -13.27288 -12.97618 -5.23160
C -16.38362 -18.91789 2.85015
H -14.06608 -9.29591 -7.83069
H -9.56168 -15.91378 -5.09242
C -15.39002 -21.09485 1.99426
H -21.09126 -20.34918 -2.28754
C -16.03348 -19.35660 0.35052
H -20.45476 -18.95879 -1.31051
H -19.67344 -22.23041 -3.05701
H -18.92314 -22.22320 0.11188
H -10.12164 -17.01449 -0.41784
C -12.24075 -15.99846 -1.78924
H -16.87624 -12.43248 -8.94761
O -17.70305 -18.90550 -3.40207
H -13.41947 -19.40550 1.19615
C -11.26712 -13.82895 -1.04673
C -13.28106 -10.60104 -9.33853
C -13.93628 -10.32914 -8.14413
C -19.61085 -21.54081 -0.34982
H -19.30413 -12.42888 -9.22790
C -10.05037 -15.93361 -0.53150
C -23.66435 -16.12337 -1.92788
H -9.35390 -15.75798 -1.39338
C -11.63771 -16.47971 -5.59246
H -11.38033 -14.40626 -5.93744
H -17.48475 -13.51139 -2.63612
C -14.22371 -12.78511 -3.29321
C -15.95438 -18.43217 -1.85369
C -22.29311 -16.95729 -3.74537
C -16.55681 -13.62439 -4.60536
Sr -17.06596 -16.74752 -4.83550
H -16.07415 -19.12791 3.90202
H -12.92300 -15.03794 -6.55169
C -23.53197 -16.87305 -3.09648
H -11.71523 -17.65703 -7.40013
C -14.11010 -18.96579 1.94553
H -17.47069 -13.88739 -5.10234
H -11.43639 -15.40488 -7.41354
C -15.34796 -13.53916 -5.33897
C -20.20380 -19.78847 -2.03949
H -13.32122 -12.48822 -2.83129
C -21.16228 -16.34522 -3.19286
H -22.14812 -17.50568 -4.66083
H -20.71181 -14.28494 -8.24370
H -17.79109 -20.58067 0.75138
C -17.85358 -19.91556 -1.22824
O -18.79526 -15.84681 -3.37018
C -14.25446 -16.98624 -2.76123
H -14.81227 -21.60662 1.19374
C -14.18404 -13.10226 -4.63657
H -9.53879 -15.50982 0.31501
H -13.54411 -13.94578 -9.40295
O -19.64630 -17.21821 -4.86951
H -16.32284 -17.82399 2.69082
Br -25.13497 -17.60774 -3.81250
H -14.15053 -17.89728 1.80486
C -12.17043 -15.40234 0.67917
C -15.37593 -18.65599 -0.56431
H -9.74226 -16.90267 -6.49993
C -10.12351 -16.74322 -5.51577
H -13.93483 -16.50450 -0.63855
H -19.92995 -19.30135 -2.97274
C -14.52859 -11.36617 -7.45377
C -16.92033 -14.18074 -7.63492
P -15.19701 -14.15436 -7.06712
O -14.57115 -16.54146 -5.05097
C -21.30503 -15.59141 -2.01676
C -19.76874 -16.47754 -3.85365
H -20.45414 -15.09073 -1.59772
C -13.26414 -11.88889 -9.78321
C -18.95429 -15.26680 -7.33731
H -24.62146 -16.02501 -1.42799
C -11.44478 -15.30018 -0.66574
C -18.83658 -13.24582 -8.65266